ORCA calculation (ωB97M-V/def2-TZVPD) on a cluster of 16 separate species, C26H75N5O19PS2 in total in a non-equilibrium geometry.

Geometry (Å):
1 H -3.6793 -6.9129 -0.4482
2 H -3.0892 2.2972 2.1882
3 N 3.1850 0.8086 0.1807
4 H -1.0356 -5.8702 2.0480
5 H -4.9825 2.6212 -0.8448
6 O 4.9867 -2.2637 -5.9900
7 H -3.2240 -6.3931 2.6429
8 O 4.9548 4.4262 0.1110
9 H 6.3826 0.1410 -0.0872
10 H -1.5907 -1.1172 -0.8315
11 H -3.9171 -7.9011 0.6852
12 H 5.3741 -1.5777 -6.5491
13 H -0.6543 -5.3567 3.8072
14 N -1.0866 2.0407 -4.2786
15 H 0.7090 -3.6413 -2.2023
16 C 1.0422 -2.4556 -0.2351
17 H -2.6632 -1.9000 0.5501
18 C 2.4142 3.0203 2.3392
19 H 1.1122 -2.6635 -4.5290
20 H 1.0083 -1.5302 4.9031
21 C 2.2755 3.7932 0.9285
22 O -3.3288 6.3255 -6.9921
23 H -5.7385 3.0067 2.4443
24 H 4.5499 -1.7695 -5.2870
25 H -0.6131 -4.8455 -1.1685
26 O 7.0895 0.7511 -0.3352
27 C 0.1400 -1.9154 4.2738
28 C 1.8828 0.8065 3.5985
29 O -3.7595 -6.9638 0.5130
30 H 1.0305 1.3849 1.5027
31 H 6.6381 -1.8197 3.1773
32 C -2.2404 1.7037 -3.4087
33 H -4.0232 0.6680 1.9183
34 C -1.1353 -0.9718 4.5868
35 H -6.6104 0.6307 2.4770
36 H 2.7179 1.3767 4.1670
37 C -1.4403 -5.3257 2.9685
38 H 2.4024 -2.9946 -2.0276
39 C -0.5418 -3.0153 1.9273
40 C -1.7461 -3.7464 2.6648
41 H -3.9019 -0.2653 7.0443
42 S 1.3799 1.7549 -5.3830
43 C 1.6846 -1.3727 1.9919
44 O -3.0734 0.1735 6.8134
45 H -2.0907 -3.2910 -2.3469
46 C 1.2968 -2.7523 -1.7770
47 H 6.0889 -0.6106 3.9263
48 P 3.3614 -0.7692 -0.1079
49 C 1.2953 1.8388 2.5162
50 C -0.9921 3.4750 -4.4388
51 N -2.7320 -5.9246 3.4251
52 C -3.3461 1.2560 2.6201
53 H 1.9949 4.8940 1.1472
54 H 3.9513 1.1140 0.8195
55 N 1.9416 -1.5801 0.5415
56 H -0.1057 -2.9807 4.6577
57 H 1.4891 3.3953 -7.1851
58 C 0.7520 -1.4583 -2.6184
59 S -0.3602 -0.6912 -5.1167
60 H 3.6065 -0.1880 2.6097
61 H 0.3462 2.4008 2.8737
62 H 7.8702 -3.9910 2.5868
63 H -6.3184 6.3880 4.2444
64 C -0.1952 -3.1837 0.3915
65 C -2.1332 4.1470 -3.6395
66 H 4.6197 -0.9833 -1.9594
67 H -1.2823 1.2902 3.4566
68 H -3.8873 -3.5930 -0.1444
69 O 8.0225 -3.0551 2.4034
70 H -1.7524 -1.5364 5.3912
71 H 3.0893 0.6481 -6.6453
72 H 1.4153 3.2728 0.3557
73 H -2.9320 -0.0654 5.8883
74 O 4.7697 -1.4160 0.6713
75 H 3.2378 3.6974 0.3165
76 H -3.5149 6.3266 -6.0454
77 O -4.9319 3.5068 -0.4650
78 H 1.0650 0.6127 4.3704
79 H -2.5612 0.6625 -3.0738
80 H -4.0885 3.8510 -0.7870
81 C -2.2956 -3.2916 -1.2211
82 H -3.4275 -1.3698 -1.0504
83 H 5.1439 5.3552 0.2972
84 H 1.1644 3.2292 -8.6635
85 H 8.0947 -3.0136 1.4409
86 H 2.8030 -1.1973 3.8998
87 O -1.9648 4.0290 -7.9530
88 O -6.1807 1.2561 3.0742
89 C 1.0324 -1.5720 -4.2036
90 H -2.0594 -3.2899 3.6590
91 H 2.2946 3.7809 3.2060
92 H -0.7871 -0.0065 5.1020
93 H 6.9022 1.5469 0.1785
94 H 2.0225 -1.0334 -4.4051
95 O -3.5866 -3.9648 -1.0132
96 O -2.0278 -0.7752 3.4680
97 H -2.6317 -3.7643 1.9203
98 C -1.1759 -4.1606 -0.4215
99 H 3.4656 2.5557 2.5028
100 C -1.9011 0.5375 2.8637
101 H -5.4837 3.9704 1.2844
102 C 0.4589 -2.0673 2.7090
103 H -0.2317 4.1131 -5.0065
104 C -0.1168 1.1266 -4.8826
105 H -0.4011 -1.5102 -2.5037
106 O -5.3701 6.2310 4.3235
107 H -1.7633 -4.8873 0.2525
108 O 3.6557 -0.8770 -1.7589
109 N -2.8145 2.9756 -3.0726
110 H -4.1138 5.9223 -7.3842
111 H 3.5505 0.4414 -8.0824
112 O -5.5774 3.9418 2.2505
113 H -3.8287 1.4762 3.6474
114 C -2.4648 -1.8160 -0.5820
115 O 3.8618 0.3958 -7.1698
116 O 1.6137 3.8187 -8.0445
117 C 2.5841 -0.5058 2.9928
118 O 5.8947 -1.5364 3.7330
119 H -2.5696 -6.6084 4.1904
120 H 5.6951 4.1433 -0.4419
121 H -2.3763 5.2495 -3.5183
122 H -6.3210 0.8759 3.9506
123 H -1.7762 4.9741 -8.0152
124 H 4.4832 -1.8630 1.5149
125 H 1.0887 -0.4648 -2.1672
126 H -1.4740 0.3630 1.7977
127 H -1.7848 3.8160 -7.0294
128 H -5.1776 5.6014 3.6135

Cartesian forces, eV/Å:
H -0.1 0.2 0.1
H -0.6 -1.7 0.4
N 0.8 -3.3 0.3
H -0.3 0.9 1.2
H 0.0 0.2 0.0
O 0.1 0.0 0.3
H 0.6 0.5 0.7
O 1.0 0.2 -0.2
H 0.2 0.1 0.1
H -1.3 -1.0 0.7
H 0.0 0.1 0.0
H -0.2 0.0 0.0
H -1.2 -0.1 -1.3
N -0.4 -0.3 0.0
H 0.7 1.3 1.3
C -2.2 -2.2 1.6
H 0.6 0.2 -1.7
C -0.2 -0.1 0.0
H -0.5 1.6 0.1
H -1.1 -0.6 -1.1
C -0.5 -0.6 0.5
O -0.2 0.1 0.3
H 0.0 0.2 0.2
H 0.1 0.0 -0.3
H -0.8 1.3 1.3
O -0.3 0.0 0.1
C 0.1 -0.4 -0.4
C -0.4 1.0 -0.1
O 0.1 -0.2 -0.1
H 0.6 0.4 1.4
H 0.2 -0.3 0.1
C 0.4 6.3 -0.8
H 1.0 0.8 1.1
C -0.3 -1.0 1.1
H 0.0 0.2 0.0
H -1.4 -1.1 -0.8
C 0.0 0.4 0.1
H -1.8 0.7 0.7
C 3.5 2.3 -1.2
C 0.4 -0.8 -1.2
H 0.1 0.1 0.1
S -2.2 -0.8 0.9
C -2.7 -1.5 1.2
O -0.1 -0.2 -0.2
H -0.3 0.1 1.6
C 0.4 1.0 -0.6
H 0.0 -0.2 0.1
P 3.4 5.2 0.5
C 0.7 1.5 0.3
C -3.2 2.4 2.3
N 1.0 -0.4 0.1
C 1.5 0.3 0.9
H 0.5 -1.8 -0.7
H -0.9 0.0 -0.7
N -2.8 -2.5 0.8
H 0.5 1.8 -0.7
H 0.0 0.2 -0.2
C -1.1 -0.9 0.0
S -0.4 0.6 0.7
H -1.6 -0.6 0.2
H 1.5 -1.2 -0.3
H 0.1 0.1 0.1
H 0.2 0.0 0.0
C 1.6 1.0 2.3
C 3.4 -6.8 -2.2
H -0.9 0.0 0.4
H -0.6 -1.4 -0.7
H 0.0 -0.7 -1.1
O -0.2 -0.1 -0.3
H 1.1 0.8 -1.3
H 0.1 -0.1 -0.1
H 1.3 1.1 0.8
H -0.2 0.2 0.2
O -3.3 -0.3 -0.9
H -2.0 0.3 1.1
H 0.0 0.1 -0.2
O 0.2 -0.1 -0.2
H 1.3 -0.3 -1.1
H 0.6 1.9 -0.7
H -0.1 -0.1 -0.1
C -0.4 0.2 1.1
H 1.6 -0.7 0.7
H -0.1 -0.1 0.0
H 0.0 0.2 0.0
H 0.1 0.1 0.1
H -0.3 0.9 -1.7
O 0.3 -0.3 0.0
O -0.5 -0.5 0.0
C 1.1 1.2 1.6
H 0.5 -0.3 -1.7
H 0.1 -1.4 -1.3
H -0.6 -1.2 -1.1
H 0.1 -0.1 -0.1
H -1.4 -0.9 -0.1
O 1.1 1.1 0.6
O 1.1 1.3 1.2
H 1.3 0.2 1.4
C 0.4 0.4 -0.7
H -1.6 0.8 -0.5
C -1.4 1.0 -2.0
H 0.1 0.0 0.2
C 0.3 -0.7 -2.8
H -1.0 -1.9 0.8
C 2.1 1.2 0.2
H 1.9 0.2 -0.1
O -0.1 0.0 -0.1
H 1.1 1.4 -0.8
O -0.3 -1.5 2.2
N 1.4 -2.1 -0.6
H 0.2 0.0 0.0
H 0.1 0.0 0.1
O 0.0 0.0 -0.1
H 0.6 -0.6 -1.8
C -0.7 -0.1 -1.0
O -0.1 0.0 -0.1
O 0.0 -0.2 0.1
C 0.1 -0.3 0.6
O -0.2 0.3 -0.4
H -0.2 0.7 -1.0
H -0.1 0.1 0.0
H 0.2 -2.0 0.0
H 0.0 0.2 -0.1
H -0.2 -0.1 0.1
H 0.7 0.5 -0.7
H -0.3 -1.3 -0.8
H -0.2 0.5 1.8
H -0.1 0.1 -0.1
H -0.2 -0.1 0.0

Computed properties:
Total charge: +1
HOMO level, hartree: -0.41715